# 1
# C6H15N3O

A cluster of 2 separate species, C6H15N3O in total at a distorted geometry (ωB97M-V with the def2-TZVPD basis set, the OMol25 dataset).

Results
- SMILES string = [H]/N=C(/N)CC.CC(C)=NO
- frontier orbital gap (eV) = 9.81
- E_LUMO (eV) = 0.76
- total charge = 0
- highest occupied orbital energy (Ha) = -0.332
- relative energy (zero: lowest compared OMol25 entry of this formula, charge and spin) (kcal/mol) = 45.3

The geometry in XYZ format:
```
25
C6H15N3O | the OMol25 dataset | ωB97M-V with the def2-TZVPD basis set
H -1.08146 1.14303 -2.15989
N -1.80712 1.19676 -1.43969
C -1.38616 1.81944 -0.39464
N -2.26347 1.99808 0.63358
C 0.00497 2.41737 -0.27424
C 1.10756 1.58995 -0.90839
H -1.87574 2.02559 1.56627
H -3.06444 1.38126 0.54313
H 0.23577 2.55633 0.78824
H -0.02291 3.41073 -0.73467
H 1.15273 0.59262 -0.46660
H 2.07789 2.07234 -0.75338
H 0.96431 1.47664 -1.98702
C 0.24831 -2.27969 -1.09688
C 0.31345 -1.94105 0.37149
C 1.65458 -2.01971 1.05988
N -0.79756 -1.63292 0.97187
O -0.59692 -1.36642 2.32904
H -0.10292 -1.40719 -1.65465
H 1.23030 -2.57044 -1.47781
H -0.44999 -3.10700 -1.24927
H 1.71948 -2.96433 1.60625
H 2.46477 -1.97603 0.32731
H 1.78351 -1.18505 1.75392
H -1.50897 -1.23038 2.64615
```

Here are the Löwdin charges for atoms 1 to 4, given in e:
1 H 0.024
2 N 0.105
3 C -0.531
4 N 0.107

---

# 2
# C6H15N4O

The ion C6H15N4O with charge +1 at a distorted geometry (ωB97M-V with the def2-TZVPD basis set, the OMol25 dataset).

Results
- SMILES string = CC/[NH+]=C(/C/C(N)=[NH+]\C)N[O-]
- frontier orbital gap (alpha / beta) (eV) = 8.43 / 8.43
- E_LUMO (alpha / beta) (eV) = -3.24 / -3.24
- total charge = +1
- highest occupied orbital energy (alpha / beta) (Ha) = -0.429 / -0.429
- relative energy (zero: lowest compared OMol25 entry of this formula, charge and spin) (kcal/mol) = 83.2

The geometry in XYZ format:
```
26
C6H15N4O | the OMol25 dataset | ωB97M-V with the def2-TZVPD basis set
C 3.44902 -1.27003 0.93808
C 2.68996 -0.09573 0.42689
N 1.36045 -0.45039 -0.09186
C 0.60646 0.59248 -0.78201
C -0.85004 0.20915 -0.92613
C -1.62069 -0.15320 0.31308
N -0.95334 -0.72522 1.29377
N -2.93233 0.04756 0.41616
C -3.77629 0.32123 -0.72195
N 0.96300 1.84775 -0.79339
O 2.10870 2.30547 -0.72607
H 4.34972 -1.02243 1.39112
H 2.83059 -1.63889 1.83915
H 3.59677 -2.10467 0.10325
H 2.62335 0.74041 1.12617
H 3.19360 0.29648 -0.35682
H 1.20880 -1.22047 -0.69706
H -1.47363 0.84372 -1.51962
H -0.98348 -0.59241 -1.65646
H -1.11434 -0.99633 2.22469
H 0.14619 -0.74705 1.19199
H -3.58144 -0.29871 1.08057
H -3.72990 -0.32277 -1.49113
H -4.75848 0.37956 -0.51593
H -3.68497 1.40806 -1.08571
H 0.33231 2.64644 -0.98077
```

Here are the Löwdin charges for atoms 1 to 4, given in e:
1 C -0.079
2 C -0.276
3 N 0.008
4 C -0.207

---

# 3
# C6H15N5O

The ion C6H15N5O with charge +2 at a distorted geometry (ωB97M-V with the def2-TZVPD basis set, the OMol25 dataset).

Results
- SMILES string = CO[C@@]1(N)NC(=[NH2+])N=C(C)[C@@H]1[NH3+]
- frontier orbital gap (eV) = 9.50
- E_LUMO (eV) = -8.74
- total charge = +2
- highest occupied orbital energy (Ha) = -0.670
- relative energy (zero: lowest compared OMol25 entry of this formula, charge and spin) (kcal/mol) = 14.9

The geometry in XYZ format:
```
27
C6H15N5O | the OMol25 dataset | ωB97M-V with the def2-TZVPD basis set
C 2.90837 -0.08946 -0.75532
O 1.78172 -0.97037 -0.97321
C 0.58155 -0.78230 -0.37897
N -0.34645 -1.64250 -1.06658
N 0.56024 -1.19124 1.04607
C -0.25295 -0.60146 1.91845
N -0.33392 -1.01979 3.21065
N -1.05958 0.31430 1.57927
C -1.11867 1.01692 0.51365
C -2.16169 2.06874 0.20481
C -0.07482 0.71065 -0.59539
N -0.59880 0.72150 -1.98549
H 3.05369 0.10438 0.38180
H 2.80032 0.77969 -1.38348
H 3.78250 -0.57529 -1.16986
H -1.04212 -2.04013 -0.38201
H -0.06071 -2.53066 -1.54074
H 1.28140 -1.92406 1.20775
H -0.82254 -0.59046 3.90987
H 0.13536 -1.81324 3.48112
H -2.93528 1.59207 -0.26156
H -1.83181 2.78292 -0.56132
H -2.63733 2.45240 1.04182
H 0.81507 1.41347 -0.54684
H -1.50529 1.21319 -1.94038
H -0.87390 -0.33401 -2.04704
H -0.04434 0.93473 -2.90706
```

Here are the Löwdin charges for atoms 1 to 4, given in e:
1 C -0.004
2 O -0.074
3 C -0.518
4 N 0.099

---

# 4
# C6H15NO

A cluster of 2 separate species, C6H15NO in total at a distorted geometry (ωB97M-V with the def2-TZVPD basis set, the OMol25 dataset).

Results
- frontier orbital gap (alpha / beta) (eV) = 6.45 / 5.69
- 2S+1 = 2
- E_LUMO (alpha / beta) (eV) = 3.91 / 3.15
- total charge = -1
- highest occupied orbital energy (alpha / beta) (Ha) = -0.093 / -0.093
- relative energy (zero: lowest compared OMol25 entry of this formula, charge and spin) (kcal/mol) = 32.2

The geometry in XYZ format:
```
23
C6H15NO | the OMol25 dataset | ωB97M-V with the def2-TZVPD basis set
C 0.34350 -1.04825 1.47646
C 1.17932 -0.80541 0.21161
C 0.52553 0.16306 -0.74285
C 1.37783 0.32290 -1.98460
C 0.29042 1.52007 -0.02437
N 2.50993 -0.38199 0.63643
C -3.23855 0.01622 0.30727
O -2.24404 -0.68492 -0.30621
H 0.37797 -0.15419 2.08834
H -0.66319 -1.39066 1.23719
H 0.79525 -1.89141 2.02596
H 1.34292 -1.77577 -0.29053
H -0.51398 -0.20959 -0.89998
H 2.33948 0.71570 -1.70464
H 1.63276 -0.64897 -2.39989
H 1.03254 1.00711 -2.75751
H 0.32733 2.31163 -0.78216
H 1.09013 1.69590 0.70368
H -0.66628 1.58179 0.49232
H 2.84389 -1.15542 1.22078
H -3.65908 0.81392 -0.35577
H -2.92344 0.61241 1.21128
H -4.10025 -0.61413 0.63720
```

Here are the Löwdin charges for atoms 1 to 4, given in e:
1 C -0.067
2 C -0.487
3 C -0.413
4 C -0.099

---

# 5
# C6H15NO

A cluster of 2 separate species, C6H15NO in total at a distorted geometry (ωB97M-V with the def2-TZVPD basis set, the OMol25 dataset).

Results
- frontier orbital gap (eV) = 8.00
- E_LUMO (eV) = 0.07
- total charge = 0
- highest occupied orbital energy (Ha) = -0.291
- relative energy (zero: lowest compared OMol25 entry of this formula, charge and spin) (kcal/mol) = 140.1

The geometry in XYZ format:
```
23
C6H15NO | the OMol25 dataset | ωB97M-V with the def2-TZVPD basis set
C -1.81080 0.25058 -1.02443
C -1.88525 0.61800 0.52005
O -2.49670 1.87669 0.79011
C -0.87578 1.21861 -1.72520
N 1.69959 0.08237 0.56117
C 3.01683 -0.58342 0.61985
C 1.24101 -1.16938 0.70540
C 1.07594 -2.18595 -0.29889
H -1.30476 -0.68917 -1.11215
H -2.76653 0.28980 -1.45516
H -2.36468 -0.12796 1.06089
H -0.90667 0.62965 0.85353
H -1.84055 2.41742 1.27903
H -1.01848 2.22280 -1.49007
H -0.96083 1.15641 -2.82867
H 0.22184 0.88734 -1.34416
H 3.34766 -1.11313 1.63951
H 3.82876 0.22699 0.50078
H 3.26724 -1.32463 -0.17838
H 0.83502 -1.48065 1.69503
H 1.27513 -2.04826 -1.39004
H 1.86262 -2.92053 -0.00203
H 0.02900 -2.60682 -0.25790
```

Here are the Löwdin charges for atoms 1 to 4, given in e:
1 C -0.211
2 C -0.250
3 O -0.069
4 C -0.119

---

# 6
# C6H15NO

The molecule C6H15NO at a distorted geometry (ωB97M-V with the def2-TZVPD basis set, the OMol25 dataset).

Results
- SMILES string = CN(C)CCCCO
- frontier orbital gap (eV) = 9.63
- E_LUMO (eV) = 1.03
- total charge = 0
- highest occupied orbital energy (Ha) = -0.316
- relative energy (zero: lowest compared OMol25 entry of this formula, charge and spin) (kcal/mol) = 40.3

The geometry in XYZ format:
```
23
C6H15NO | the OMol25 dataset | ωB97M-V with the def2-TZVPD basis set
C 0.04546 0.06917 2.66115
N -0.00837 -0.81823 1.50944
C -0.29548 -2.18376 1.89562
C -0.95392 -0.38645 0.46531
C -0.61655 0.95661 -0.13125
C 0.69835 0.94345 -0.91538
C 0.55277 0.25795 -2.27145
O 0.60858 1.19265 -3.36801
H -0.85459 0.13437 3.25807
H 0.94114 -0.21461 3.22182
H 0.32703 1.07412 2.34672
H 0.37226 -2.46743 2.70290
H -0.10501 -2.83697 1.05456
H -1.33710 -2.35150 2.21101
H -1.94385 -0.32500 0.93092
H -0.91360 -1.13110 -0.33309
H -0.62829 1.71847 0.65226
H -1.43822 1.25744 -0.79519
H 1.01511 1.96938 -1.06899
H 1.44428 0.45196 -0.28699
H -0.45143 -0.15894 -2.32621
H 1.24521 -0.53808 -2.50789
H 1.36623 1.77967 -3.20770
```

Here are the Löwdin charges for atoms 1 to 4, given in e:
1 C -0.104
2 N -0.278
3 C -0.117
4 C -0.224

---

# 7
# C6H15NO

A cluster of 2 separate species, C6H15NO in total at a distorted geometry (ωB97M-V with the def2-TZVPD basis set, the OMol25 dataset).

Results
- SMILES string = CCC/C=C(/C)N.O
- frontier orbital gap (eV) = 8.72
- E_LUMO (eV) = 0.87
- total charge = 0
- highest occupied orbital energy (Ha) = -0.289
- relative energy (zero: lowest compared OMol25 entry of this formula, charge and spin) (kcal/mol) = 64.9

The geometry in XYZ format:
```
23
C6H15NO | the OMol25 dataset | ωB97M-V with the def2-TZVPD basis set
C -0.57681 1.81899 -0.78966
C 0.67896 1.06094 -0.61507
C 0.88595 0.46192 0.84158
C -0.41420 0.02694 1.42334
C -1.13365 -1.11596 1.55069
C -2.43145 -1.08051 2.32588
N -0.63383 -2.35293 1.05771
H -1.18676 1.49042 -1.66240
H -1.32057 1.46639 -0.08528
H -0.36837 2.94180 -0.61702
H 0.71723 0.23675 -1.40342
H 1.51779 1.73443 -0.92762
H 1.49740 1.25899 1.42245
H 1.59094 -0.38049 1.04781
H -0.85368 0.93699 1.83800
H -2.59053 -0.17538 2.91178
H -2.64928 -1.98534 2.84428
H -3.27847 -1.15785 1.64275
H -1.17315 -3.20561 0.93562
H -0.13598 -2.15616 0.19473
O 3.97164 0.37876 -4.55669
H 3.17551 0.01789 -4.85445
H 4.71129 -0.22098 -4.52504
```

Here are the Löwdin charges for atoms 1 to 4, given in e:
1 C -0.158
2 C -0.283
3 C -0.211
4 C -0.158

---

# 8
# C6H15NO

The molecule C6H15NO at a distorted geometry (ωB97M-V with the def2-TZVPD basis set, the OMol25 dataset).

Results
- SMILES string = CCCNC[C@@H](C)O
- frontier orbital gap (eV) = 9.95
- E_LUMO (eV) = 1.05
- total charge = 0
- highest occupied orbital energy (Ha) = -0.327
- relative energy (zero: lowest compared OMol25 entry of this formula, charge and spin) (kcal/mol) = 53.4

The geometry in XYZ format:
```
23
C6H15NO | the OMol25 dataset | ωB97M-V with the def2-TZVPD basis set
C -0.09036 2.36569 -2.64189
C -0.38080 0.98298 -1.96298
C -1.08632 1.07025 -0.61832
N -0.43426 0.49220 0.57091
C -0.03317 -0.92443 0.37787
C 0.95752 -1.30824 1.47310
C 0.32678 -1.43784 2.87891
O 1.46191 -2.57093 1.05749
H 0.88900 2.74642 -2.46665
H -0.09940 2.38640 -3.71980
H -0.87066 3.05417 -2.36792
H -0.86744 0.33730 -2.68924
H 0.57748 0.47726 -1.87382
H -2.03790 0.42072 -0.79242
H -1.61064 2.00484 -0.40260
H 0.40404 1.01722 0.80007
H -0.99482 -1.49049 0.51407
H 0.24561 -1.10717 -0.65671
H 1.85666 -0.72519 1.52358
H -0.56991 -0.81598 3.05184
H 0.27266 -2.48447 3.18188
H 1.16341 -1.14170 3.55672
H 0.92060 -3.34900 1.20590
```

Here are the Löwdin charges for atoms 1 to 4, given in e:
1 C -0.097
2 C -0.242
3 C -0.250
4 N -0.078

---

# 9
# C6H15NO

A structure of composition C6H15NO at a distorted geometry (ωB97M-V with the def2-TZVPD basis set, the OMol25 dataset).

Results
- frontier orbital gap (eV) = 9.17
- E_LUMO (eV) = 0.55
- total charge = 0
- highest occupied orbital energy (Ha) = -0.317
- relative energy (zero: lowest compared OMol25 entry of this formula, charge and spin) (kcal/mol) = 83.7

The geometry in XYZ format:
```
23
C6H15NO | the OMol25 dataset | ωB97M-V with the def2-TZVPD basis set
C 1.66249 1.27032 -0.04757
C 2.42717 0.18524 -0.72774
N 1.52736 1.41871 1.24865
C -0.89644 1.02143 -0.20078
O -0.98708 1.82586 0.87519
H 1.52691 2.19015 -0.60800
H 0.17438 1.83097 1.37306
H 1.66380 0.55806 1.77625
H -0.47063 1.34312 -1.16729
H 3.47408 0.47954 -0.83590
H 2.03877 0.03073 -1.73461
H 2.36029 -0.76057 -0.18788
C -0.82987 -0.62440 0.15316
C -1.92556 -0.97311 1.14547
C -0.84225 -1.48620 -1.09783
H 0.13088 -0.72525 0.66337
H -1.90439 0.71579 -0.57987
H -1.97378 -0.20519 1.91774
H -1.72513 -1.93793 1.61218
H -2.89699 -1.01657 0.65228
H -0.64114 -2.52618 -0.83815
H -0.07706 -1.17034 -1.80561
H -1.81580 -1.44417 -1.58609
```

Here are the Löwdin charges for atoms 1 to 4, given in e:
1 C -0.256
2 C -0.061
3 N 0.074
4 C -0.362

---

# 10
# C6H15NO

A cluster of 2 separate species, C6H15NO in total at a distorted geometry (ωB97M-V with the def2-TZVPD basis set, the OMol25 dataset).

Results
- SMILES string = C=C(C)O.CC(C)N
- frontier orbital gap (eV) = 9.48
- E_LUMO (eV) = 0.73
- total charge = 0
- highest occupied orbital energy (Ha) = -0.322
- relative energy (zero: lowest compared OMol25 entry of this formula, charge and spin) (kcal/mol) = 44.1

The geometry in XYZ format:
```
23
C6H15NO | the OMol25 dataset | ωB97M-V with the def2-TZVPD basis set
C -2.94874 -0.94032 0.92570
C -1.75047 -1.55281 0.80146
C -1.45336 -2.79934 0.02067
O -0.67936 -0.98097 1.44377
H -3.80573 -1.34644 0.44386
H -3.07738 -0.08077 1.56542
H -2.27771 -3.20950 -0.50929
H -0.61587 -2.57307 -0.63532
H -1.07284 -3.60409 0.66983
H 0.10542 -1.52769 1.15975
C 0.78823 1.69577 0.50910
C 1.89290 1.67039 -0.57081
C 2.13960 0.24521 -1.16101
N 1.58078 2.54704 -1.71396
H 1.04123 1.02078 1.37462
H 0.58386 2.75892 0.84432
H -0.13258 1.17704 0.08496
H 2.83072 2.01257 -0.05214
H 2.93830 0.27295 -1.91897
H 2.36409 -0.48864 -0.35872
H 1.32133 -0.12198 -1.79734
H 1.50062 3.52153 -1.41467
H 0.65698 2.29354 -2.15948
```

Here are the Löwdin charges for atoms 1 to 4, given in e:
1 C 0.052
2 C -0.461
3 C -0.039
4 O -0.018